Formula: C20H26CoN4OS2
Source: OMol25
Level of theory: ωB97M-V/def2-TZVPD

Atoms and positions in Å:
Co -0.093 -1.505 -0.169
C -2.839 1.517 0.299
C -2.121 0.487 -0.493
N -0.843 0.272 -0.076
N -0.235 1.213 0.717
C 0.850 0.793 1.365
S 1.256 -0.921 1.389
S 1.902 1.849 2.239
C 0.958 3.445 2.295
C 1.971 4.535 1.974
C 2.221 4.990 0.714
C 3.185 5.978 0.521
C 3.933 6.510 1.577
C 3.735 5.982 2.850
C 2.727 4.994 3.062
C -2.598 -0.135 -1.688
C -3.715 0.452 -2.309
C -4.328 -0.184 -3.355
C -3.921 -1.435 -3.785
C -2.776 -2.035 -3.269
C -2.107 -1.373 -2.259
O -1.000 -1.882 -1.758
H -2.628 1.343 1.334
H -3.957 1.523 0.237
H -2.473 2.542 -0.073
H 0.482 3.575 3.246
H 0.214 3.390 1.488
H 1.708 4.554 -0.114
H 3.409 6.316 -0.476
H 4.600 7.350 1.359
H 4.401 6.275 3.698
H 2.529 4.665 4.066
H -4.135 1.359 -1.909
H -5.108 0.394 -3.837
H -4.560 -1.917 -4.530
H -2.476 -3.048 -3.591
N 1.604 -2.409 -1.327
C 1.919 -3.861 -1.080
C 0.560 -4.643 -0.972
C 0.312 -5.237 0.359
C 0.095 -4.255 1.516
N -0.761 -3.097 1.230
H 1.191 -2.427 -2.222
H 2.441 -1.823 -1.452
H 2.518 -3.931 -0.194
H 2.517 -4.295 -1.956
H 0.652 -5.463 -1.752
H -0.235 -4.000 -1.326
H 1.170 -5.874 0.630
H -0.452 -6.003 0.328
H 1.031 -3.831 1.930
H -0.247 -4.770 2.447
H -0.752 -2.559 2.134
H -1.725 -3.392 0.968

Computed properties:
LUMO (alpha / beta), eV: -3.57 / -5.95
Energy, eV: -88460.2990
HOMO energy (alpha / beta), Eh: -0.4028 / -0.4070
Kohn-Sham gap (alpha / beta), eV: 7.39 / 5.13
Charge: +1
Expectation value of S²: 6.051
Multiplicity: 5
Maximum force, hartree/bohr: 0.05874